## 1
ORCA calculation (ωB97M-V/def2-TZVPD) on a gas-phase ion, CHO3S (charge -1).

Total charge: -1
HOMO level, eV: -2.9589
LUMO, eV: 3.859
Multiplicity: 1

Last column: natural (NBO) charge in e.
Geometry (Å):
C (0.52152, 0.38403, 0.33893)  0.37
H (-0.17499, 1.18873, -0.28004)  0.04
O (-1.47331, -0.64019, -1.22450)  -0.99
O (1.67642, 0.58436, 0.54109)  -0.75
S (-0.26980, -1.07846, -0.54739)  1.04
O (-0.27985, -0.43847, 1.17191)  -0.71

=====

## 2
ORCA calculation (ωB97M-V/def2-TZVPD) on 2 unconnected molecules or ions with the total composition CHO3S.

Total charge: -1
HOMO level, eV: -2.2936
LUMO, eV: 3.881
Multiplicity: 1

Last column: natural (NBO) charge in e.
Geometry (Å):
H (-0.64891, 1.43604, -0.01692)  0.00
O (1.44490, 1.85457, 0.83328)  -1.08
O (-1.36957, -0.91727, -0.82000)  -0.61
O (0.60510, -1.97509, -0.35805)  -0.60
S (0.26991, 0.84615, 0.83170)  0.34
C (-0.30143, -1.24439, -0.47000)  0.95

=====

## 3
ORCA calculation (ωB97M-V/def2-TZVPD) on 2 unconnected molecules or ions with the total composition CHO3S.

Total charge: -1
HOMO level (alpha / beta), eV: -4.3813 / -5.0055
LUMO (alpha / beta), eV: 1.214 / 1.486
Multiplicity: 1

Last column: natural (NBO) charge in e.
Geometry (Å):
C (-0.12751, -0.08119, -0.90532)  0.95
O (-0.85426, -0.81884, -0.25885)  -0.67
O (0.71337, 0.70617, -0.13906)  -0.78
H (0.52289, 0.76669, 0.80259)  0.48
O (-0.06394, 0.06737, -2.12093)  -0.74
S (-0.19055, -0.64021, 2.62156)  -0.24

=====

## 4
ORCA calculation (ωB97M-V/def2-TZVPD) on a gas-phase ion, CHO3S (charge -1).

Total charge: -1
HOMO level, eV: -3.8484
SMILES: O=C(O)O[S-]
LUMO, eV: 3.705
Multiplicity: 1

Last column: natural (NBO) charge in e.
Geometry (Å):
H (0.46297, -0.19985, 0.42451)  0.47
O (-1.58252, 0.35923, 0.72157)  -0.62
O (-0.98120, 0.56904, 2.77185)  -0.68
O (0.50962, -0.11552, 1.33878)  -0.73
S (-0.92113, 0.25412, -1.07349)  -0.40
C (-0.74442, 0.27434, 1.65933)  0.96

=====

On energetic grounds, 4 is preferred over the next structure by 56.4 kJ/mol.

=====

## 1
ORCA calculation (ωB97M-V/def2-TZVPD) on 4 unconnected molecules or ions with the total composition C6H21NO5.

Total charge: 0
HOMO level, eV: -9.3636
SMILES: COCCNCCOC.O.O.O
LUMO, eV: 0.587
Multiplicity: 1

Last column: natural (NBO) charge in e.
Geometry (Å):
H (-1.81097, 1.15119, 2.28847)  0.48
H (-1.45918, 1.78876, -2.85062)  0.19
O (-1.11044, 1.47406, 1.69978)  -1.01
H (-1.71484, 3.92115, -0.55918)  0.48
H (0.40421, -2.98646, 0.95111)  0.17
O (-1.09558, -0.09773, -1.98937)  -0.55
H (1.91949, -0.62961, 2.18700)  0.18
C (3.86581, -1.08950, 0.42606)  -0.24
H (4.18382, -0.95298, -0.58700)  0.20
H (0.41019, -0.97687, -0.29513)  0.40
C (1.83251, -1.63767, 1.66968)  -0.07
H (4.45488, -1.86936, 1.03074)  0.16
H (-1.61145, -2.38524, -0.68693)  0.18
C (-2.03306, -0.24817, -1.01331)  -0.06
H (-3.05141, -0.46357, -1.35708)  0.16
O (-1.44684, 2.99261, -0.65635)  -1.00
H (-2.50653, 0.67417, -3.47389)  0.17
H (2.29609, -2.40802, 2.24818)  0.18
C (-1.60621, -1.40277, -0.12146)  -0.23
N (-0.25330, -1.02932, 0.48589)  -0.67
O (2.48996, -1.47713, 0.32846)  -0.57
C (-1.45372, 0.70791, -3.13048)  -0.26
H (-0.18929, -1.91346, 2.39995)  0.20
H (-2.09999, 0.68216, -0.39365)  0.18
H (4.00905, -0.13307, 0.96991)  0.17
H (-0.76132, 0.47358, -3.91191)  0.19
H (0.53774, 2.81769, 0.95203)  0.47
H (-0.64046, 0.68840, 1.32343)  0.52
C (0.34808, -1.94825, 1.42018)  -0.23
H (-2.34948, -1.40965, 0.62433)  0.19
H (0.60625, 2.45020, -0.46805)  0.48
H (-1.35829, 2.57606, 0.23245)  0.50
O (1.19428, 2.66089, 0.25675)  -0.95

=====

## 2
ORCA calculation (ωB97M-V/def2-TZVPD) on 6 unconnected molecules or ions with the total composition C6H21NO5.

Total charge: 0
HOMO level, eV: -9.8332
SMILES: C=NC(=C)CCC.O.O.O.O.O
LUMO, eV: 0.559
Multiplicity: 1

Last column: natural (NBO) charge in e.
Geometry (Å):
H (1.22195, -3.11111, 0.22692)  0.19
O (0.15920, 0.04803, -3.26609)  -0.94
O (-3.27905, -0.59962, 2.04975)  -0.94
C (0.34794, -1.20789, 0.66881)  0.17
H (0.78653, 2.05928, 2.15199)  0.21
H (-1.44588, -2.93586, 0.46567)  0.17
H (-2.22180, -2.49112, -1.11778)  0.17
H (2.85413, 0.42378, 0.91792)  0.19
H (-0.01304, -0.61529, -2.71131)  0.48
H (-3.30827, 0.28959, 2.43096)  0.47
C (0.99194, 1.34038, 1.37369)  -0.39
H (-1.68301, 2.96423, 0.25518)  0.47
O (2.88748, -0.97691, -1.23351)  -0.95
N (-0.63243, -1.32404, -0.46868)  -0.46
H (-1.84918, 1.95607, -0.62259)  0.49
H (-1.12468, 2.60210, -2.78877)  0.48
H (1.92141, -2.42232, 1.58462)  0.21
H (0.73269, 1.90143, 0.50896)  0.21
H (2.94241, 0.79614, 2.47270)  0.21
H (-0.03013, 1.60629, -2.33404)  0.51
C (-1.37526, -2.32161, -0.32231)  -0.01
C (2.58016, 1.25346, 1.53997)  -0.62
H (-2.75431, -0.45831, 1.27207)  0.47
C (1.15905, -2.33813, 0.85257)  -0.47
H (-0.80153, 0.41312, 1.67345)  0.24
H (3.05321, 2.19517, 1.24398)  0.22
C (0.25440, 0.08630, 1.62331)  -0.46
O (-2.27905, 2.18706, 0.23396)  -0.97
H (0.61600, -0.10628, 2.64320)  0.23
H (2.81618, -0.12620, -0.96634)  0.46
H (2.05156, -1.42214, -0.82545)  0.48
O (-0.51519, 2.46681, -2.04882)  -1.00
H (1.12618, -0.12827, -3.49898)  0.49

=====

## 3
ORCA calculation (ωB97M-V/def2-TZVPD) on 5 unconnected molecules or ions with the total composition C6H21NO5.

Total charge: 0
HOMO level, eV: -8.5878
SMILES: CCN(CC)CC=O.O.O.O.O
LUMO, eV: 0.385
Multiplicity: 1

Last column: natural (NBO) charge in e.
Geometry (Å):
O (-1.76334, 2.53659, -2.41898)  -0.98
H (-2.06819, 0.17703, 0.82823)  0.22
O (2.07030, 1.41242, 2.56308)  -0.95
C (-1.30579, -0.70943, -1.62277)  0.43
H (1.31710, 2.93702, 1.72766)  0.50
H (-1.14271, 0.34860, 2.30400)  0.22
O (1.04828, 3.72981, 1.19273)  -0.98
H (2.99388, 1.28224, 2.30657)  0.48
H (1.31809, -2.73676, 0.97678)  0.19
C (1.72950, -1.40352, -0.67591)  -0.65
C (-0.94493, -1.61234, 1.37857)  -0.21
H (-0.33604, 0.41164, 0.73875)  0.22
H (-0.24434, -1.85575, 2.17868)  0.19
C (-1.12464, -0.08859, 1.30292)  -0.66
H (-2.34365, -2.38634, -0.79525)  0.22
H (1.59897, -1.36229, -1.75876)  0.21
H (1.58519, 0.69443, 2.13143)  0.48
H (1.02995, -3.42734, -0.59418)  0.19
H (0.82404, 2.74519, -0.35664)  0.50
C (0.92006, -2.50420, -0.01361)  -0.21
H (-1.90460, -2.03575, 1.69777)  0.19
H (1.50261, -0.40770, -0.29621)  0.22
H (-0.99210, -2.80165, -1.79575)  0.23
O (-2.32244, -0.18077, -2.01772)  -0.57
N (-0.52691, -2.33368, 0.18186)  -0.44
H (-2.01121, 1.58133, -2.42347)  0.50
H (-0.08907, 2.36730, -1.62726)  0.50
H (-0.34510, -0.17923, -1.67645)  0.15
H (1.76938, 4.35634, 1.19564)  0.48
H (2.80492, -1.57538, -0.57104)  0.22
C (-1.31008, -2.09845, -1.01677)  -0.34
O (0.70394, 2.12068, -1.10322)  -1.03
H (-2.44111, 2.99853, -1.94066)  0.48

=====

On energetic grounds, 3 is preferred over the next structure by 130.2 kJ/mol.

=====

## 1
ORCA calculation (ωB97M-V/def2-TZVPD) on a molecular structure, C5H8Cl3CuO2.

Total charge: +1
HOMO level (alpha / beta), eV: -13.6040 / -13.6028
LUMO (alpha / beta), eV: -5.534 / -8.818
Multiplicity: 2

Last column: Mulliken spin population.
Geometry (Å):
O (29.71673, 3.53576, -0.96961)  0.04
C (25.13659, 2.40401, -2.33412)  0.00
H (28.53338, 3.89836, -3.51464)  -0.01
C (29.25719, 4.61616, -3.11472)  0.02
Cl (28.36715, 1.14973, -2.53786)  0.92
H (30.17956, 4.34130, -3.62356)  0.00
C (29.29184, 4.48544, -1.59833)  -0.02
O (28.78012, 5.53538, -1.00823)  0.00
H (25.60939, 2.78066, -3.23133)  0.00
H (27.12499, 5.98219, -2.10773)  0.00
H (28.29647, 6.36732, -4.14445)  0.00
Cu (30.24901, 1.36716, -0.69555)  0.04
H (25.48874, 1.42691, -2.03565)  0.00
H (29.75141, 6.74356, -3.39691)  0.00
H (28.15536, 7.43961, -1.75648)  0.00
C (28.89272, 6.07877, -3.27398)  0.00
Cl (23.40653, 2.12032, -2.69927)  0.00
Cl (25.31966, 3.63248, -1.04302)  0.00
C (28.13230, 6.38510, -1.99711)  0.00

=====

## 2
ORCA calculation (ωB97M-V/def2-TZVPD) on a molecular structure, C5H8Cl3CuO2.

Total charge: +1
HOMO level (alpha / beta), eV: -13.5300 / -13.5264
LUMO (alpha / beta), eV: -5.667 / -8.887
Multiplicity: 2

Last column: Mulliken spin population.
Geometry (Å):
H (17.32414, -8.87120, -21.67477)  -0.01
H (18.58266, -8.58183, -19.07901)  0.00
H (13.46522, -9.44126, -19.48509)  0.00
H (18.49701, -9.40149, -22.75799)  0.00
H (19.38121, -7.45557, -20.90983)  0.00
O (17.69551, -11.61245, -21.18187)  0.03
Cu (15.96848, -12.75445, -22.29291)  0.02
H (14.72656, -8.12556, -19.54051)  0.00
C (18.32263, -9.30821, -21.68608)  0.02
Cl (14.78594, -10.35085, -21.92696)  0.96
C (18.31374, -10.59623, -20.85800)  -0.02
C (14.13445, -8.79527, -18.91681)  0.00
Cl (12.93273, -7.78398, -17.99146)  0.00
H (20.43870, -8.61996, -21.38738)  0.00
C (19.44293, -8.54305, -20.95077)  0.00
C (19.44157, -9.06324, -19.54656)  0.00
H (20.40512, -8.86510, -19.07707)  0.00
Cl (15.25466, -9.67617, -17.73068)  0.00
O (19.05291, -10.45521, -19.74293)  0.00

=====

On energetic grounds, 1 is preferred over the next structure by 66.2 kJ/mol.